Record 1
C50H44As2IrN2OP | ωB97M-V/def2-TZVPD

```
101
Properties=species:S:1:pos:R:3:forces:R:3:lowdin_charge:R:1
Ir 0.43358 -0.23107 -0.83207 -0.143 0.471 0.649 0.790
As -2.22349 -1.98628 -0.86298 -0.539 0.237 0.265 1.418
As -1.53589 1.14715 -1.33822 0.578 0.503 -0.162 1.259
P 2.21003 1.07156 -0.05676 0.261 0.198 -0.417 1.028
O -0.81626 -1.11509 1.52641 1.304 0.637 -0.463 -0.047
N 2.46981 -1.61266 -6.69326 0.054 -0.066 -0.144 0.186
N 1.04372 -0.45912 -2.94499 -0.089 -0.369 -0.191 -0.113
C 3.75585 0.50296 -0.78567 -0.108 -0.158 0.205 -0.363
C -0.07330 3.44684 -1.11258 -0.039 -0.007 0.158 -0.262
C 2.31167 0.65265 1.68334 0.161 0.095 -0.312 -0.320
C 5.61413 0.78662 -2.27844 0.148 -0.172 0.006 -0.038
C 0.82224 -0.50393 -5.34469 0.099 -0.064 -0.122 0.023
C -2.85948 1.15400 1.26353 -0.247 0.116 0.058 -0.099
C 3.32052 0.62268 3.84934 0.052 0.015 0.062 -0.007
C -4.11928 3.58125 0.76150 -0.072 -0.159 0.344 -0.034
C 4.43421 1.26529 -1.73294 -0.058 0.024 -0.067 -0.062
C -2.62305 1.83234 0.08104 -0.021 -0.232 0.071 -0.363
C 1.60471 4.99233 0.92236 0.632 -0.162 0.774 -0.046
C -1.37136 -3.65165 -0.99972 0.044 -0.022 -0.031 -0.379
C 1.42299 4.62235 -2.11796 0.010 0.082 -0.129 -0.146
C 0.95848 4.67676 -3.55315 0.372 0.124 0.324 0.002
C -2.67848 -1.24758 -2.62901 0.129 0.510 -0.081 -0.341
C 3.38935 0.95617 2.50651 0.111 0.081 -0.179 -0.049
C 0.77030 -4.57200 -1.56700 0.157 -0.180 -0.069 -0.042
C -4.84828 -2.77363 2.25005 -0.209 -0.011 -0.110 -0.038
C 2.68312 -1.59802 -4.30201 0.060 -0.046 -0.180 0.021
C 5.45093 -1.20829 -0.92432 -0.043 0.042 -0.016 -0.049
C 4.26798 -0.73652 -0.37540 0.025 0.107 -0.089 -0.110
C 0.21428 4.96070 -1.18138 -0.009 0.158 -0.033 -0.147
C -3.24991 3.04857 -0.17333 -0.077 0.232 -0.215 -0.093
C -0.92045 2.77382 -2.12059 -0.171 -0.188 0.520 -0.355
C -4.35343 2.90260 1.96083 0.048 0.143 -0.239 -0.029
C -5.03276 -2.23091 -0.48695 -0.002 0.137 0.221 -0.083
C 2.08216 2.84922 -0.23504 -0.035 -0.555 -0.963 -0.298
C 1.20604 -0.01198 2.18054 -0.472 -0.319 0.130 -0.220
C 2.19693 -0.01981 4.35677 -0.083 -0.081 0.163 -0.009
C 0.72343 5.54097 0.10725 -0.700 0.391 -0.672 -0.001
C -1.91328 -4.89710 -0.72516 0.008 -0.179 0.064 -0.047
C 0.17267 -0.43626 1.20963 -1.233 -0.890 -0.505 -0.388
C -0.05708 -3.48532 -1.40151 -0.331 -0.017 0.134 -0.153
C -6.17805 -2.50628 0.24592 0.007 -0.026 -0.024 -0.041
C -3.72293 1.69194 2.20503 -0.087 0.088 0.068 -0.042
C 0.39580 -0.15086 -4.09791 0.512 -0.216 0.420 -0.141
C 6.12155 -0.44904 -1.87883 -0.101 0.135 -0.008 -0.032
C 0.23614 -5.83829 -1.31429 0.072 0.109 -0.018 -0.024
C -0.93430 3.04673 -3.41563 -0.007 0.086 -0.930 -0.080
C -0.09197 4.04779 -4.07861 -0.348 -0.147 -0.249 -0.050
C 2.13920 3.64017 0.82528 0.213 0.348 0.935 -0.041
C 2.01144 -1.25217 -5.49653 -0.072 0.059 0.173 -0.282
C 1.14290 -0.35197 3.52463 -0.191 -0.129 0.312 0.020
C 1.40050 3.19628 -1.52350 0.194 -0.126 0.051 -0.231
C -3.79735 -2.23552 0.16413 -0.074 0.218 0.060 -0.379
C -2.76710 0.29189 -2.61571 -0.011 -0.675 0.589 -0.336
C -1.08320 -5.99864 -0.89820 -0.047 0.023 0.019 -0.028
C -6.08731 -2.77439 1.60527 0.144 -0.006 0.103 -0.024
C -3.69655 -2.50145 1.53496 -0.148 -0.067 -0.232 -0.099
C 2.18199 -1.19490 -3.10161 -0.402 0.182 0.438 -0.146
H 3.75838 -1.31956 0.38533 0.016 0.010 0.006 0.115
H -1.56388 2.46455 -4.08381 0.077 0.018 0.016 0.099
H 2.70900 -1.47515 -2.19047 -0.110 0.080 -0.175 0.093
H 2.15903 -0.27874 5.40747 -0.016 -0.004 -0.045 0.130
H -7.13968 -2.51424 -0.24947 0.001 -0.018 0.020 0.124
H -4.78619 -2.99086 3.30812 -0.017 0.000 -0.016 0.122
H -6.98648 -2.99076 2.16853 0.038 0.018 -0.009 0.126
H -0.32196 4.23994 -5.12033 -0.019 -0.011 0.045 0.116
H 1.89687 5.55589 1.80115 0.036 -0.055 -0.033 0.122
H 4.27411 1.44464 2.11100 -0.072 -0.032 -0.002 0.134
H 2.55172 3.23931 1.74662 -0.084 0.095 -0.022 0.106
H 4.06169 2.23801 -2.03301 -0.006 -0.024 0.021 0.112
H 0.28095 -0.88620 3.90340 0.026 0.012 0.022 0.133
H -0.31692 3.10420 -0.10578 -0.029 0.044 0.002 0.127
H 3.59609 -2.18083 -4.32597 -0.041 0.044 -0.010 0.130
H 1.97931 -1.37054 -7.53845 0.021 -0.004 0.024 0.132
H 5.85898 -2.15534 -0.59593 0.005 0.017 -0.006 0.121
H 1.80125 -4.46229 -1.88185 -0.058 -0.024 0.023 0.114
H -2.68020 0.73210 -3.60728 0.174 -0.089 0.006 0.073
H 1.50175 5.35655 -4.20106 -0.001 -0.010 0.050 0.128
H -5.02716 3.32046 2.69779 0.010 0.006 -0.038 0.123
H -0.50089 0.41784 -4.00597 -0.421 0.310 0.124 0.063
H -4.61400 4.52115 0.55796 0.003 0.005 0.025 0.122
H -3.90431 1.15834 3.12952 -0.006 0.027 -0.021 0.120
H 3.30982 -2.15923 -6.79111 -0.032 0.031 0.002 0.132
H -2.39815 0.21257 1.45679 0.119 -0.311 0.102 0.050
H 0.36725 6.53645 0.35051 0.011 -0.021 -0.051 0.130
H -2.73862 -2.51155 2.02817 0.139 0.022 0.050 0.096
H 0.24070 -0.20900 -6.20994 0.042 -0.002 0.044 0.130
H 7.05267 -0.81113 -2.29590 -0.023 0.022 0.001 0.123
H -3.06963 3.58547 -1.09936 -0.025 -0.021 0.056 0.112
H -2.93708 -5.01528 -0.39243 0.019 0.004 -0.019 0.120
H -1.46470 -6.99249 -0.70182 0.010 0.031 -0.022 0.127
H -3.72308 0.61576 -2.20773 -0.175 -0.025 -0.040 0.086
H -5.11735 -2.02912 -1.54616 -0.021 0.010 0.008 0.096
H -1.87351 -1.60986 -3.26892 -0.012 0.031 -0.081 0.066
H 6.15195 1.38486 -3.00240 0.001 -0.021 0.015 0.122
H 1.54324 2.41309 -2.26968 0.011 -0.057 -0.026 0.123
H -0.55596 5.58542 -1.62513 -0.016 0.000 0.016 0.157
H 0.86046 -6.71511 -1.43478 -0.016 0.048 0.001 0.125
H 0.13930 -2.42400 -1.52744 1.180 -0.254 -0.495 0.004
H 4.14818 0.85796 4.50637 -0.015 0.002 -0.024 0.131
H -3.62161 -1.66286 -2.98097 0.048 -0.196 0.028 0.082
H 2.32191 5.21132 -1.95988 0.002 0.013 -0.038 0.157
```
Forces are in eV/Å.

2S+1: 2
Charge: +3
⟨S²⟩: 0.7790
HOMO-LUMO gap (spin up / spin down) (Eh): 0.2010 / 0.1558

***

Record 2
C50H44BrGeIKN2O6 | ωB97M-V/def2-TZVPD

```
106
Properties=species:S:1:pos:R:3:forces:R:3:lowdin_charge:R:1
I 0.66423 -8.36547 -0.27848 0.008 -0.029 0.019 0.775
Br 2.15695 -0.80931 -1.03899 -0.009 0.024 -0.016 0.790
Ge 0.87475 4.00360 -0.26596 0.107 0.049 0.054 0.982
K -1.10072 -0.27493 -1.69593 -0.018 -0.065 -0.021 0.731
O -0.33145 -2.14346 -3.38991 -0.097 0.056 0.020 -0.142
O 1.11894 3.63605 -3.15284 -0.003 0.008 -0.022 0.084
O -0.09886 2.93538 -1.41490 -0.039 -0.015 0.011 -0.106
O -4.64844 1.69518 1.36326 0.066 -0.012 -0.063 -0.143
O -2.04583 -3.25780 -4.32347 0.007 -0.024 -0.050 -0.031
O -2.81932 0.31114 0.23396 0.015 0.038 0.109 -0.151
N -1.52913 -1.14275 1.58740 -0.100 0.018 0.072 -0.033
N -0.33809 -0.94525 0.82739 0.060 -0.006 0.008 -0.079
C 1.23406 0.77112 -4.38141 -0.005 0.011 -0.005 -0.029
C 0.78389 -5.46827 -1.15264 0.016 0.000 0.024 -0.139
C 0.11161 -6.66058 -1.36652 -0.021 0.065 -0.048 -0.740
C -0.74099 2.16581 -3.54164 -0.052 0.017 0.003 -0.109
C -0.22944 1.12678 -4.32640 0.007 -0.033 0.005 -0.227
C -4.57831 -1.02319 4.48974 -0.001 -0.017 0.012 -0.150
C -0.62459 -4.41381 -2.81352 0.009 0.020 0.007 -0.120
C 1.79149 -2.02136 0.42526 -0.028 -0.015 -0.005 -0.643
C 2.01255 1.49527 1.57738 -0.030 -0.032 0.034 -0.056
C -5.65092 -0.15409 4.32470 0.016 0.009 -0.008 -0.150
C 5.33940 2.46690 0.20382 -0.010 -0.005 0.011 -0.043
C -0.44861 4.55463 3.67327 0.024 0.005 0.015 -0.100
C -2.70819 3.48559 -2.59826 -0.004 0.013 -0.016 -0.017
C 0.90143 5.80804 -0.99700 -0.036 -0.002 -0.022 -0.176
C 3.70678 0.04082 2.49165 -0.001 0.031 0.001 -0.069
C -0.21119 3.99074 1.33708 -0.088 -0.005 -0.039 -0.276
C 0.41260 -4.35082 -1.89086 0.018 -0.036 0.007 -0.010
C -3.42251 -0.48029 -5.59872 -0.009 0.013 0.008 -0.039
C 2.41844 -3.39456 3.15639 -0.003 0.018 0.009 -0.065
C -1.12514 0.29874 -4.99515 0.014 -0.006 -0.020 -0.020
C 3.66930 3.90698 -0.74659 0.049 -0.027 -0.004 -0.109
C -2.97562 1.55052 -4.15628 -0.010 -0.032 -0.017 -0.009
C -4.62179 0.83723 2.33237 -0.012 -0.045 0.048 -0.412
C 2.83510 -2.89845 0.71528 0.008 0.006 -0.014 -0.185
C -1.28953 -5.61941 -3.00075 -0.007 0.012 -0.006 -0.033
C -1.04328 -3.16032 -3.59006 0.013 -0.010 0.001 -0.648
C -2.34979 0.03591 1.56505 0.002 -0.025 -0.132 -0.374
C -3.52654 -0.96039 3.57887 0.004 0.009 -0.015 -0.071
C 0.53348 -1.89859 1.03408 0.054 -0.071 0.002 -0.279
C 4.34427 1.79845 0.95603 -0.048 0.029 0.005 -0.178
C 2.66942 3.29486 -0.03250 -0.006 0.016 -0.038 -0.188
C -3.52608 -0.06845 2.51853 -0.005 0.028 0.005 -0.100
C -1.75237 4.07362 3.66040 -0.028 -0.018 -0.008 -0.081
C 2.36178 0.45124 2.38412 -0.023 0.005 -0.006 -0.077
C 4.67216 0.70208 1.79122 0.036 -0.011 0.002 -0.041
C -2.49678 0.48838 -4.91910 -0.013 0.018 0.021 -0.251
C 2.99079 2.21062 0.84188 0.007 -0.011 -0.006 -0.186
C 0.31691 4.51402 2.51772 0.013 0.021 0.011 -0.120
C 4.40647 -5.32694 3.07077 -0.003 0.014 -0.034 -0.133
C -0.92360 -6.75112 -2.28672 0.000 -0.043 0.019 -0.171
C -2.29196 3.54967 2.49490 0.002 0.009 -0.010 -0.057
C 3.08126 -3.61588 1.92235 -0.033 -0.020 -0.011 -0.251
C 0.19054 2.99126 -2.71223 0.036 0.020 0.016 -0.529
C 3.73393 -5.09418 4.27228 0.004 -0.012 0.019 -0.145
C -1.51791 3.50908 1.34030 0.005 0.012 0.007 -0.085
C -2.12333 2.38922 -3.45169 0.057 -0.003 0.018 -0.215
C 5.01385 3.49389 -0.63239 0.009 0.010 -0.012 -0.090
C -5.67490 0.75070 3.27907 -0.005 0.015 -0.006 -0.053
C 2.74528 -4.11534 4.29111 -0.001 0.000 0.005 -0.121
C 4.09317 -4.61235 1.93530 0.020 -0.008 0.021 -0.073
H -3.58372 0.93971 0.40720 -0.044 0.014 -0.025 0.041
H -6.51073 1.42949 3.14708 -0.002 0.002 0.000 0.091
H -1.44021 -7.69036 -2.43667 -0.001 0.005 -0.001 0.079
H 1.83067 1.31398 -3.65160 -0.001 -0.011 0.010 0.066
H -3.31820 -0.41849 -6.68496 0.003 -0.008 -0.003 0.078
H 1.65886 -2.62726 3.22386 0.029 -0.014 0.018 0.085
H -3.29662 3.14240 2.45644 0.011 0.001 0.005 0.093
H 3.95342 -0.82208 3.09796 0.014 0.001 -0.002 0.102
H -0.11921 6.09369 -1.25582 -0.005 -0.009 0.012 0.028
H -2.10308 -5.64655 -3.71441 0.001 0.002 -0.001 0.108
H -0.74293 -0.56856 -5.51859 0.007 0.003 0.001 0.129
H -4.04680 1.70803 -4.08183 0.001 0.012 0.012 0.117
H -2.07766 4.37586 -2.58685 -0.003 0.001 0.007 0.081
H 1.33587 -0.30141 -4.20256 0.012 0.000 -0.002 0.069
H -3.69162 3.76867 -2.97373 0.000 -0.002 -0.007 0.081
H -2.67059 -1.61464 3.69433 -0.003 0.002 0.008 0.094
H 3.43765 4.71217 -1.43338 -0.048 0.000 0.008 0.087
H -4.46330 -0.27591 -5.34414 0.000 0.003 -0.002 0.072
H -2.07136 -1.91502 1.20185 0.036 -0.023 -0.010 0.128
H 1.64270 0.99609 -5.36930 0.000 -0.002 -0.002 0.088
H -3.16665 -1.49854 -5.29052 0.002 -0.003 -0.009 0.060
H 1.58600 -0.09460 2.90428 0.010 0.001 0.007 0.105
H -0.02196 4.94695 4.58908 0.000 0.000 -0.001 0.092
H -4.55389 -1.73209 5.30851 -0.004 0.000 0.000 0.073
H 1.51852 5.87417 -1.88872 0.013 0.009 0.011 0.011
H -1.93935 3.06102 0.44941 -0.002 -0.022 -0.011 0.086
H 6.36658 2.13063 0.29588 0.003 0.008 -0.009 0.106
H 1.26439 6.49501 -0.23098 0.009 0.004 0.002 0.026
H -2.34557 4.08731 4.56677 0.004 0.008 0.003 0.099
H 5.77644 3.99097 -1.21992 0.010 -0.008 0.010 0.093
H 1.57856 -5.39075 -0.42078 -0.003 -0.006 0.003 0.085
H 4.62685 -4.81353 1.01220 -0.004 0.005 -0.005 0.098
H 0.27784 -2.70216 1.72876 -0.001 0.034 -0.013 0.118
H 1.34229 4.87147 2.54646 0.005 -0.003 -0.004 0.100
H -1.69424 0.85999 1.87183 0.016 0.012 0.006 0.130
H 5.18383 -6.08215 3.02138 -0.001 -0.004 0.014 0.086
H -2.83282 3.15425 -1.56674 -0.001 -0.006 0.007 0.077
H 3.58332 -3.02641 -0.06047 0.001 0.001 0.002 0.078
H -6.48212 -0.18220 5.02377 0.000 0.000 -0.001 0.080
H 0.96362 1.73940 1.47237 0.022 0.009 -0.016 0.092
H 0.93047 -3.41220 -1.74566 -0.020 0.019 -0.012 0.080
H 5.70802 0.38396 1.83972 -0.008 -0.014 0.009 0.106
H 3.97300 -5.66126 5.16311 -0.001 0.000 0.002 0.076
H 2.21410 -3.90522 5.21335 0.002 -0.001 0.002 0.092
```
Forces are in eV/Å.

2S+1: 2
Charge: -2
⟨S²⟩: 0.7846
HOMO-LUMO gap (spin up / spin down) (Eh): 0.1522 / 0.2165

***

The ΔE to the lowest compared entry with this formula, charge and spin results, record by record, are as follows: 159.0; 0.0 kJ/mol.